ORCA calculation (ωB97M-V/def2-TZVPD) on a molecular structure, C25H37FHfN8O2SSe.

As for the charge: +2. The value obtained for the gap between HOMO and LUMO is 7.24 eV. Its energy above the lowest of the compared OMol25 structures with the same formula, charge and spin is 36.96 kcal/mol.

Element x y z (Å)
Hf (-0.164, 0.786, 1.539)
C (-1.717, 0.845, 5.619)
C (-1.260, 1.171, 4.237)
N (-0.316, 0.505, 3.629)
N (0.273, -0.525, 4.242)
C (0.941, -1.398, 3.526)
N (1.596, -2.362, 4.182)
S (1.022, -1.442, 1.792)
C (-1.904, 2.229, 3.463)
C (-2.963, 2.986, 3.977)
C (-3.584, 3.926, 3.174)
C (-3.166, 4.073, 1.856)
C (-2.109, 3.298, 1.414)
N (-1.475, 2.422, 2.194)
H (-1.232, -0.072, 5.948)
H (-2.796, 0.708, 5.649)
H (-1.457, 1.639, 6.318)
H (1.490, -2.446, 5.182)
H (1.956, -3.153, 3.673)
H (-3.291, 2.829, 4.991)
H (-4.391, 4.524, 3.566)
H (-3.644, 4.767, 1.184)
H (-1.760, 3.373, 0.387)
C (4.378, 0.790, 1.863)
O (3.904, 2.128, 1.658)
C (2.619, 2.328, 1.596)
O (1.766, 1.417, 1.683)
N (2.261, 3.604, 1.421)
N (0.892, 3.907, 1.307)
H (5.419, 0.885, 2.165)
H (4.306, 0.226, 0.932)
H (3.796, 0.299, 2.645)
H (2.973, 4.328, 1.363)
H (0.730, 4.395, 0.423)
H (0.617, 4.547, 2.054)
F (-1.766, -0.131, 1.403)
C (-2.850, 0.789, -3.768)
C (-2.495, -0.691, -3.703)
C (-3.130, -1.440, -2.531)
C (-2.544, -1.083, -1.160)
N (-1.135, -1.398, -1.089)
C (-0.112, -0.534, -1.156)
Se (-0.206, 1.338, -0.951)
N (1.050, -1.195, -1.307)
C (2.338, -0.581, -1.522)
C (2.479, -0.042, -2.948)
C (2.425, -1.145, -4.005)
C (2.611, -0.581, -5.409)
C (0.778, -2.548, -1.322)
C (1.602, -3.659, -1.439)
C (0.989, -4.896, -1.431)
C (-0.394, -5.026, -1.283)
C (-1.218, -3.928, -1.143)
C (-0.615, -2.677, -1.177)
H (-2.486, 1.209, -4.702)
H (-2.393, 1.353, -2.956)
H (-3.927, 0.925, -3.737)
H (-1.407, -0.801, -3.670)
H (-2.846, -1.166, -4.621)
H (-3.011, -2.512, -2.700)
H (-4.199, -1.221, -2.502)
H (-3.063, -1.648, -0.384)
H (-2.673, -0.017, -0.966)
H (3.103, -1.333, -1.330)
H (2.455, 0.229, -0.790)
H (3.438, 0.473, -3.016)
H (1.686, 0.687, -3.141)
H (1.465, -1.666, -3.955)
H (3.209, -1.879, -3.806)
H (1.826, 0.133, -5.646)
H (2.577, -1.386, -6.138)
H (3.570, -0.081, -5.504)
H (2.671, -3.564, -1.529)
H (1.590, -5.787, -1.533)
H (-0.823, -6.015, -1.280)
H (-2.280, -4.037, -1.001)

Atom charges from the Mulliken analysis, given in e for atoms 1 to 2: atom 1 (Hf): 0.982, atom 2 (C): -1.765


ORCA calculation (ωB97M-V/def2-TZVPD) on a molecular structure, C25H37GeN3O5SeTi.

As for the charge: +1. The value obtained for the gap between HOMO and LUMO (alpha / beta) is 5.81 / 6.30 eV. Its spin multiplicity is 4.

Element x y z (Å)
Ti (0.177, 0.174, -0.048)
C (-2.299, 2.651, 2.719)
C (-1.373, 2.574, 1.510)
C (-2.027, 3.199, 0.280)
C (-0.050, 3.269, 1.816)
O (-1.081, 1.187, 1.238)
Ge (-2.440, -0.197, 1.086)
O (-0.821, -1.314, 1.119)
C (-0.361, -2.003, 2.315)
C (0.448, -1.038, 3.173)
C (0.504, -3.171, 1.852)
C (-1.568, -2.523, 3.086)
O (-1.973, -0.166, -0.755)
C (-2.842, -0.381, -1.876)
C (-2.261, 0.375, -3.065)
C (-3.011, -1.891, -2.141)
C (-4.230, 0.177, -1.561)
H (-2.484, 3.692, 2.979)
H (-1.845, 2.156, 3.579)
H (-3.262, 2.182, 2.511)
H (-2.232, 4.257, 0.446)
H (-2.974, 2.702, 0.059)
H (-1.372, 3.096, -0.587)
H (-0.228, 4.283, 2.174)
H (0.559, 3.338, 0.912)
H (0.499, 2.720, 2.582)
H (1.325, -0.677, 2.629)
H (0.798, -1.539, 4.076)
H (-0.159, -0.180, 3.466)
H (1.324, -2.817, 1.228)
H (-0.090, -3.883, 1.276)
H (0.919, -3.697, 2.711)
H (-2.150, -1.708, 3.522)
H (-1.232, -3.165, 3.900)
H (-2.218, -3.112, 2.436)
H (-1.219, 0.112, -3.228)
H (-2.308, 1.446, -2.865)
H (-2.832, 0.161, -3.969)
H (-2.078, -3.762, -2.483)
H (-3.780, -2.035, -2.902)
H (-3.403, -2.341, -1.222)
H (-4.150, 1.222, -1.259)
H (-4.716, -0.385, -0.761)
H (-4.869, 0.130, -2.443)
C (3.790, 2.180, 1.036)
C (2.639, 1.818, 0.151)
O (1.837, 0.949, 0.583)
C (2.453, 2.434, -1.131)
C (3.397, 3.361, -1.628)
C (3.251, 3.938, -2.860)
C (2.140, 3.605, -3.646)
C (1.197, 2.713, -3.199)
C (1.321, 2.105, -1.938)
O (0.386, 1.265, -1.560)
H (3.679, 1.669, 1.989)
H (3.831, 3.257, 1.196)
H (4.729, 1.879, 0.570)
H (4.258, 3.614, -1.024)
H (3.983, 4.642, -3.227)
H (2.022, 4.056, -4.623)
H (0.339, 2.450, -3.803)
Se (2.850, -1.103, -1.919)
N (2.137, -1.260, -3.525)
C (0.870, -1.809, -3.316)
C (-0.054, -2.113, -4.314)
C (-1.323, -2.510, -3.977)
C (-1.767, -2.707, -2.567)
N (-0.693, -2.497, -1.619)
C (0.477, -1.955, -1.945)
N (1.303, -1.496, -0.990)
H (0.229, -1.989, -5.351)
H (-2.052, -2.729, -4.744)
H (-0.932, -2.462, -0.631)

Atom charges from the Mulliken analysis, given in e for atoms 1 to 2: atom 1 (Ti): 0.076, atom 2 (C): -1.846


ORCA calculation (ωB97M-V/def2-TZVPD) on a molecular structure, C25H37N2OsS.

As for the charge: +1. The value obtained for the gap between HOMO and LUMO (alpha / beta) is 6.11 / 6.04 eV. Its spin multiplicity is 5.

Element x y z (Å)
C (1.437, -2.498, 0.362)
C (2.403, -1.815, -0.447)
C (1.870, -1.709, -1.762)
C (0.541, -2.231, -1.754)
C (0.281, -2.743, -0.441)
Os (0.654, -0.725, -0.324)
C (-1.991, 1.911, -0.804)
C (-1.737, 0.855, 0.261)
H (-1.747, 1.194, 1.304)
C (-1.555, -0.506, 0.001)
H (-1.983, -0.983, -0.899)
H (-1.619, -1.168, 0.884)
C (-2.668, 3.147, -0.169)
H (-2.016, 3.573, 0.611)
H (-2.823, 3.926, -0.929)
H (-3.640, 2.916, 0.295)
C (-2.844, 1.290, -1.950)
H (-2.306, 0.417, -2.346)
H (-3.849, 0.985, -1.621)
H (-2.929, 2.021, -2.767)
C (3.810, -1.458, -0.055)
H (3.896, -1.362, 1.029)
H (4.512, -2.231, -0.396)
H (4.107, -0.509, -0.515)
C (2.691, -1.365, -2.977)
H (2.974, -0.307, -2.972)
H (3.619, -1.951, -2.999)
H (2.137, -1.576, -3.894)
C (-0.348, -2.409, -2.949)
H (0.083, -1.920, -3.824)
H (-0.480, -3.476, -3.170)
H (-1.340, -1.981, -2.771)
C (-0.896, -3.586, -0.048)
H (-1.763, -3.330, -0.663)
H (-0.671, -4.650, -0.190)
H (-1.144, -3.426, 1.005)
C (1.687, -3.021, 1.744)
H (0.747, -3.119, 2.295)
H (2.157, -4.013, 1.705)
H (2.367, -2.357, 2.288)
C (0.394, 1.284, -1.652)
C (-0.730, 2.284, -1.433)
C (0.618, 1.133, -3.037)
C (-0.477, 3.499, -2.067)
H (1.297, 1.120, -1.013)
C (0.647, 2.273, -3.845)
H (0.901, 0.169, -3.458)
C (0.199, 3.480, -3.297)
H (-0.770, 4.444, -1.592)
H (1.130, 2.243, -4.826)
H (0.355, 4.417, -3.824)
S (1.447, 0.827, 1.266)
C (0.376, 0.840, 2.646)
N (-0.362, 1.922, 2.956)
C (-1.105, 2.091, 4.209)
C (-0.613, 1.098, 5.234)
C (-0.457, -0.289, 4.658)
N (0.378, -0.212, 3.467)
H (-0.304, 2.698, 2.297)
H (-2.175, 1.956, 4.006)
H (-0.955, 3.118, 4.549)
H (-1.310, 1.063, 6.072)
H (0.351, 1.438, 5.623)
H (-1.429, -0.727, 4.392)
H (0.049, -0.962, 5.352)
H (0.923, -1.015, 3.167)

Atom charges from the natural (NBO) analysis, given in e for atoms 1 to 2: atom 1 (C): -0.052, atom 2 (C): -0.094


Number 1: F_max 2.5 eV Å⁻¹, total energy -4510.6030 a.u.. Number 2: F_max 1.2 eV Å⁻¹, total energy -6843.0512 a.u.. Number 3: F_max 6.9 eV Å⁻¹, total energy -1572.7417 a.u..